Density functional theory data (the ωB97M-V functional and the def2-TZVPD basis) for C30H34BrMnNO5S as an isolated structure in a non-equilibrium geometry.

Structure (XYZ):
```
73
C30H34BrMnNO5S (the ωB97M-V functional and the def2-TZVPD basis)
Mn -0.15 0.48 -2.28
C 5.47 2.01 2.96
C 5.37 0.73 2.12
C 5.35 -0.49 3.06
C 6.61 0.63 1.23
C 4.08 0.75 1.30
C 4.07 0.66 -0.08
C 2.86 0.71 -0.73
Br 2.77 0.57 -2.62
C 1.66 0.86 -0.07
O 0.53 0.98 -0.82
C 1.62 0.91 1.32
C 2.85 0.87 1.96
C 0.28 0.99 2.08
C -0.52 2.21 1.63
C -0.51 -0.29 1.81
C 0.49 1.10 3.59
H 6.40 2.02 3.52
H 4.65 2.10 3.67
H 5.45 2.90 2.31
H 6.28 -0.54 3.63
H 5.25 -1.42 2.49
H 4.52 -0.44 3.77
H 7.51 0.63 1.86
H 6.69 1.49 0.55
H 6.62 -0.29 0.64
H 4.99 0.56 -0.65
H 2.86 0.92 3.04
H -0.82 2.15 0.58
H 0.05 3.13 1.76
H -1.43 2.29 2.23
H -0.77 -0.41 0.75
H -1.45 -0.28 2.38
H 0.05 -1.18 2.12
H 1.05 1.99 3.86
H 1.00 0.22 4.00
H -0.49 1.16 4.08
C -7.54 1.14 1.15
C -6.36 0.63 0.36
C -5.08 0.63 0.92
C -4.00 0.13 0.22
C -4.22 -0.36 -1.06
C -5.48 -0.37 -1.65
C -6.54 0.12 -0.92
S -2.87 -1.00 -1.95
O -2.10 -1.89 -1.14
O -3.27 -1.36 -3.27
N -1.90 0.39 -2.09
C -2.53 1.62 -2.59
C -1.53 2.30 -3.55
O -1.72 3.36 -4.02
O -0.41 1.55 -3.69
H -7.22 1.78 1.97
H -8.11 0.31 1.56
H -8.22 1.72 0.51
H -4.94 1.02 1.92
H -3.01 0.12 0.66
H -5.61 -0.76 -2.66
H -7.53 0.12 -1.36
H -2.73 2.33 -1.78
H -3.47 1.42 -3.10
C 0.10 -1.16 -2.58
C 0.29 -2.48 -2.87
C 0.17 -2.94 -4.20
C 0.32 -4.28 -4.45
C 0.58 -5.16 -3.39
C 0.71 -4.71 -2.08
C 0.56 -3.38 -1.80
H -0.05 -2.24 -4.99
H 0.22 -4.66 -5.46
H 0.69 -6.22 -3.60
H 0.91 -5.42 -1.28
H 0.63 -2.99 -0.79
```

Computed properties:
- LUMO (spin up / spin down) (Eh) = -0.186 / -0.210
- total charge = +1
- Kohn-Sham gap (spin up / spin down) (Ha) = 0.2363 / 0.2116
- multiplicity = 1
- E_HOMO (spin up / spin down) (eV) = -11.497 / -11.474